(1)
Molecular formula: C5H10O2
Method: DFT, wB97M-V/def2-TZVPD

The calculation puts the energy above the lowest of the compared OMol25 structures with the same formula, charge and spin at 2.4105 eV. The calculation puts the HOMO-LUMO gap at 11.0 eV. The calculated total energy is -9440.6325 eV. The SMILES is O=CCCO.C=C. As for the HOMO energy: -10.05 eV. As for the LUMO energy: 0.93 eV.

```
17
Properties=species:S:1:pos:R:3:lowdin_charge:R:1
O 1.118 0.246 -1.550 0.03
C 0.859 0.893 -0.556 -0.26
C -0.534 1.171 -0.060 -0.14
C -1.622 0.709 -1.035 -0.27
O -1.412 1.178 -2.345 -0.06
H 1.681 1.322 0.051 0.13
H -0.637 0.649 0.905 0.10
H -0.616 2.247 0.144 0.12
H -1.703 -0.388 -1.009 0.12
H -2.589 1.106 -0.713 0.12
H -0.597 0.748 -2.643 0.07
C 0.650 -1.494 2.007 -0.09
C 1.368 -1.803 0.934 -0.09
H -0.400 -1.767 2.091 0.05
H 1.082 -0.959 2.850 0.05
H 0.934 -2.327 0.086 0.06
H 2.418 -1.531 0.845 0.06
```

---

(2)
Molecular formula: C17H35F3N2O6
Method: DFT, wB97M-V/def2-TZVPD

The calculation puts the energy above the lowest of the compared OMol25 structures with the same formula, charge and spin at 0.0000 eV. The calculation puts the HOMO-LUMO gap at 9.0 eV. The calculated total energy is -41611.7848 eV. The SMILES is O=C1CC[C@H](C(F)(F)F)O1.COCCNCCOC.COCCNCCOC. As for the HOMO energy: -8.43 eV. As for the LUMO energy: 0.62 eV.

```
63
Properties=species:S:1:pos:R:3:lowdin_charge:R:1
O -0.862 -4.802 1.945 0.14
C -1.223 -5.772 2.547 -0.44
C -2.533 -6.130 3.175 -0.05
C -2.688 -7.577 2.708 -0.09
C -1.243 -8.050 2.849 -0.17
C -0.922 -8.762 4.177 -0.53
F 0.148 -8.220 4.799 0.15
F -1.964 -8.703 5.041 0.13
F -0.664 -10.068 3.957 0.14
O -0.422 -6.876 2.717 0.05
H -2.309 -6.221 4.234 0.13
H -3.354 -5.444 3.075 0.13
H -3.388 -8.074 3.359 0.12
H -3.013 -7.707 1.689 0.13
H -0.936 -8.671 2.024 0.16
C 1.040 2.733 1.161 -0.11
O -0.104 1.919 1.327 -0.19
C -0.377 1.037 0.247 -0.22
C -0.099 -0.408 0.605 -0.21
N 1.327 -0.666 0.748 -0.05
C 1.668 -1.966 1.330 -0.19
C 1.156 -2.314 2.724 -0.23
O 1.758 -1.584 3.780 -0.18
C 1.228 -0.295 4.011 -0.10
H 1.004 3.505 1.928 0.09
H 1.971 2.170 1.285 0.08
H 1.043 3.220 0.182 0.06
H 0.175 1.333 -0.651 0.11
H -1.444 1.132 0.026 0.12
H -0.493 -1.047 -0.192 0.12
H -0.663 -0.632 1.520 0.11
H 1.743 0.061 1.312 0.07
H 2.758 -2.026 1.358 0.12
H 1.326 -2.745 0.642 0.12
H 1.424 -3.356 2.905 0.12
H 0.064 -2.264 2.795 0.10
H 0.151 -0.258 3.830 0.09
H 1.727 0.462 3.399 0.07
H 1.413 -0.045 5.056 0.09
C 2.228 6.511 -4.784 -0.11
O 2.156 5.100 -4.808 -0.19
C 2.417 4.466 -3.563 -0.22
C 1.163 3.868 -2.959 -0.22
N 0.234 4.895 -2.506 -0.05
C -1.097 4.413 -2.138 -0.19
C -1.933 3.672 -3.178 -0.23
O -2.416 4.473 -4.238 -0.18
C -1.504 4.707 -5.294 -0.10
H 2.247 6.854 -5.818 0.09
H 1.362 6.963 -4.289 0.08
H 3.140 6.854 -4.289 0.09
H 2.897 5.159 -2.866 0.12
H 3.119 3.653 -3.762 0.12
H 1.452 3.250 -2.103 0.11
H 0.723 3.204 -3.714 0.11
H 0.138 5.596 -3.227 0.07
H -1.674 5.282 -1.814 0.12
H -0.990 3.764 -1.262 0.10
H -2.826 3.307 -2.664 0.12
H -1.422 2.785 -3.574 0.11
H -0.863 3.842 -5.479 0.09
H -0.885 5.588 -5.104 0.07
H -2.088 4.904 -6.194 0.09
```

---

(3)
Molecular formula: C43H49As2N3O10PdS2Te
Method: DFT, wB97M-V/def2-TZVPD

As for the net charge: -1. The calculation puts the energy above the lowest of the compared OMol25 structures with the same formula, charge and spin at 0.0000 eV. The calculation puts the HOMO-LUMO gap (alpha / beta) at 6.3 / 6.1 eV. The calculated total energy is -224448.9056 eV. Its expectation value of S² is 3.768. As for the HOMO energy (alpha / beta): -4.19 / -5.09 eV. As for the LUMO energy (alpha / beta): 2.12 / 1.05 eV. As for the multiplicity: 4.

```
111
Properties=species:S:1:pos:R:3:lowdin_spin:R:1
Pd 1.203 -0.425 1.088 0.69
S 5.394 -1.881 2.289 0.01
C 5.218 -0.243 2.745 0.00
C 4.004 0.258 2.379 0.01
C 3.153 -0.683 1.706 0.07
C 3.804 -1.880 1.579 0.01
C 3.259 -3.067 0.922 0.00
C 3.932 -4.294 0.891 0.00
C 3.354 -5.370 0.249 0.00
C 2.117 -5.210 -0.361 0.00
C 1.526 -3.962 -0.289 0.01
N 2.067 -2.917 0.327 0.05
H 6.020 0.266 3.258 0.00
H 3.726 1.288 2.578 0.00
H 4.893 -4.396 1.377 0.00
H 3.860 -6.327 0.227 0.00
H 1.618 -6.026 -0.865 0.00
H 0.557 -3.790 -0.747 0.00
O -1.729 2.422 1.825 0.02
S -0.866 1.760 0.824 0.02
N -0.971 0.136 0.957 0.02
C 0.632 3.023 3.505 0.01
C 1.352 2.837 2.190 0.03
O 2.446 3.378 2.018 0.05
N 0.835 1.971 1.268 0.33
Te 2.449 1.695 -0.634 0.43
C 3.423 2.958 -2.156 0.07
C 3.717 4.294 -1.872 0.00
C 3.411 4.966 -0.558 0.01
C 4.320 5.084 -2.855 0.00
C 4.652 4.582 -4.098 0.00
C 5.312 5.443 -5.141 0.00
C 4.389 3.240 -4.349 0.00
C 3.793 2.419 -3.401 0.02
C 3.592 0.970 -3.751 0.02
C 0.766 1.501 -1.932 0.01
C 0.002 2.643 -2.209 0.01
C 0.260 3.988 -1.589 0.01
C -1.086 2.530 -3.067 0.00
C -1.448 1.319 -3.640 0.00
C -2.627 1.227 -4.571 0.00
C -0.687 0.203 -3.336 0.00
C 0.418 0.266 -2.489 0.01
C 1.163 -1.012 -2.224 0.01
H 0.885 4.004 3.904 0.00
H 1.020 2.266 4.190 0.00
H -0.443 2.893 3.417 0.00
H 3.051 4.293 0.217 0.01
H 2.652 5.741 -0.696 0.00
H 4.307 5.459 -0.175 0.00
H 4.533 6.125 -2.626 0.00
H 5.274 6.496 -4.863 0.00
H 4.825 5.330 -6.111 0.00
H 6.362 5.170 -5.270 0.00
H 4.668 2.814 -5.308 0.00
H 4.191 0.703 -4.622 0.00
H 2.547 0.754 -3.977 0.00
H 3.890 0.319 -2.927 0.01
H 0.697 3.909 -0.593 0.00
H -0.678 4.536 -1.494 0.00
H 0.942 4.579 -2.205 0.00
H -1.684 3.414 -3.266 0.00
H -3.459 1.837 -4.217 0.00
H -2.974 0.198 -4.665 0.00
H -2.364 1.582 -5.570 0.00
H -0.957 -0.758 -3.763 0.00
H 0.894 -1.770 -2.962 0.00
H 0.921 -1.407 -1.233 0.00
H 2.245 -0.883 -2.242 0.01
C 0.761 -0.582 4.787 0.00
O -0.004 -0.824 3.603 0.01
C -1.158 -0.165 3.434 0.02
O -1.631 0.587 4.242 0.01
C -1.742 -0.444 2.040 0.06
C -3.203 -0.372 2.029 0.46
As -4.313 -1.248 3.382 0.02
C -3.134 -1.799 4.857 0.00
C -4.118 -3.062 2.589 0.03
C -3.000 -3.466 1.989 0.01
As -1.354 -2.415 1.495 0.12
C -2.042 -2.267 -0.355 0.01
C -2.713 -4.901 1.633 0.01
O -1.734 -5.444 2.069 0.00
O -3.448 -5.549 0.708 0.00
C -4.560 -4.946 0.060 0.00
C -5.163 -4.047 3.026 0.00
O -4.899 -5.019 3.683 0.00
O -6.455 -3.803 2.724 0.00
C -6.819 -2.799 1.769 0.00
C -4.031 0.067 0.913 0.09
O -5.225 -0.200 0.838 0.12
O -3.406 0.770 -0.038 0.03
C -4.215 1.248 -1.106 0.00
H 1.797 -0.484 4.468 0.00
H 0.654 -1.443 5.447 0.00
H 0.414 0.317 5.290 0.00
H -2.990 -0.982 5.557 0.00
H -2.172 -2.191 4.528 0.00
H -3.679 -2.614 5.337 0.00
H -3.121 -2.120 -0.364 0.00
H -1.798 -3.191 -0.884 0.00
H -1.553 -1.419 -0.829 0.00
H -4.658 -5.458 -0.895 0.00
H -4.396 -3.883 -0.118 0.00
H -5.470 -5.098 0.639 0.00
H -7.683 -3.192 1.236 0.00
H -6.018 -2.585 1.067 0.00
H -7.080 -1.875 2.280 0.00
H -3.606 1.987 -1.620 0.00
H -5.136 1.692 -0.731 0.00
H -4.463 0.431 -1.787 0.00
```

---

(4)
Molecular formula: C19H27N12OPd
Method: DFT, wB97M-V/def2-TZVPD

As for the net charge: -1. The calculation puts the energy above the lowest of the compared OMol25 structures with the same formula, charge and spin at 0.6261 eV. The calculation puts the HOMO-LUMO gap at 6.7 eV. The calculated total energy is -43549.7906 eV. As for the HOMO energy: -4.32 eV. As for the LUMO energy: 2.41 eV.

```
60
Properties=species:S:1:pos:R:3:lowdin_charge:R:1
Pd -0.080 2.285 -0.449 0.92
N 1.572 3.908 -2.958 0.13
C 0.855 2.778 -3.272 -0.48
N 0.780 2.278 -4.490 0.01
N -0.027 1.202 -4.362 -0.10
N -0.409 1.052 -3.148 -0.05
N 0.149 2.041 -2.409 -0.10
C 1.563 4.511 -1.728 -0.50
N 2.155 5.655 -1.450 0.01
N 1.832 5.885 -0.158 -0.12
N 1.108 4.936 0.312 -0.09
N 0.912 4.028 -0.675 -0.14
H 2.146 4.306 -3.679 0.13
N 0.554 2.111 1.868 0.16
C 0.929 1.044 2.127 -0.26
N 1.338 -0.139 2.545 -0.06
C 2.649 -0.610 2.069 -0.11
C 3.115 -1.735 2.972 -0.19
O 2.163 -2.779 3.027 -0.12
C 0.932 -2.309 3.539 -0.19
C 0.343 -1.214 2.668 -0.11
H 3.352 0.222 2.106 0.14
H 2.555 -0.964 1.040 0.10
H 3.301 -1.347 3.983 0.13
H 4.036 -2.168 2.584 0.13
H 1.078 -1.934 4.562 0.13
H 0.256 -3.163 3.566 0.13
H -0.549 -0.805 3.140 0.12
H 0.090 -1.609 1.678 0.12
C -1.894 -4.145 -1.351 -0.06
C -0.975 -2.965 -1.159 -0.29
C 0.384 -3.085 -1.402 -0.05
C 1.203 -1.959 -1.276 -0.29
C 2.665 -2.040 -1.640 -0.05
C 0.663 -0.766 -0.849 -0.07
C -0.716 -0.602 -0.564 -0.33
C -1.517 -1.745 -0.769 -0.02
N -1.136 0.612 -0.103 -0.10
C -2.511 0.917 0.313 -0.62
C -3.421 1.070 -0.912 -0.05
C -2.465 2.253 1.087 -0.09
C -3.115 -0.084 1.316 -0.05
H -1.348 -5.014 -1.721 0.07
H -2.683 -3.911 -2.068 0.08
H -2.378 -4.426 -0.413 0.07
H 0.801 -4.031 -1.731 0.10
H 2.889 -2.981 -2.142 0.07
H 3.315 -1.976 -0.761 0.06
H 2.938 -1.221 -2.308 0.08
H 1.300 0.113 -0.787 0.09
H -2.588 -1.688 -0.677 0.08
H -3.051 1.873 -1.551 0.07
H -4.449 1.300 -0.616 0.08
H -3.422 0.158 -1.507 0.07
H -1.922 3.066 0.501 0.07
H -1.961 2.136 2.046 0.06
H -3.478 2.622 1.264 0.08
H -3.440 -1.025 0.884 0.06
H -3.990 0.379 1.780 0.08
H -2.396 -0.302 2.108 0.06
```